Entry 1:
Computed, not measured: a molecular structure, C34H59ClNPPbSi, with ωB97M-V/def2-TZVPD.

The spin multiplicity is 1. Its LUMO energy (spin up / spin down) is -0.0420 / -0.0608 Ha. The HOMO energy (spin up / spin down) comes out at -7.37 / -7.37 eV. For the HOMO-LUMO gap (spin up / spin down), the calculation gives 6.22 / 5.71 eV. Its energy relative to the best compared isomer or geometry (same formula, charge and spin) is 96.4 kcal/mol. For the electronic energy, the calculation gives -2669.4714 Eh.

Each line ends with the Mulliken charge.
Positions of all 98 atoms, in Å:
Pb -2.969 2.399 1.786  0.9929
P 0.488 -0.910 -0.903  -0.0101
Cl -2.772 -0.086 1.106  -0.5210
C -2.707 2.753 3.805  -1.2438
H -2.799 1.986 4.583  0.3535
H -2.445 3.748 4.185  0.3550
C -0.210 -2.518 -1.608  0.2514
C 1.881 -1.386 0.264  0.2678
C -0.755 -3.406 -0.476  -0.6858
H -1.079 -2.130 -2.175  0.5187
C -1.553 -4.594 -1.033  -0.8492
H 0.081 -3.793 0.128  0.1451
H -1.390 -2.808 0.195  0.0958
C -0.786 -5.381 -2.102  -0.6786
H -1.828 -5.259 -0.207  0.3917
H -2.489 -4.212 -1.464  0.3460
C -0.152 -4.484 -3.173  -1.0139
H 0.001 -5.974 -1.618  0.3251
H -1.464 -6.095 -2.584  0.3791
C 0.653 -3.319 -2.584  -0.1751
H 0.500 -5.081 -3.823  0.3850
H -0.947 -4.069 -3.809  0.3740
H 1.539 -3.714 -2.068  0.0343
H 1.018 -2.684 -3.402  0.0602
C 1.306 -0.023 -2.343  0.5596
C 2.690 -2.641 -0.058  -0.7585
H 2.567 -0.518 0.211  0.5780
C 3.840 -2.790 0.945  -0.9958
H 2.043 -3.528 0.004  0.1729
H 3.097 -2.603 -1.079  0.1435
C 3.342 -2.826 2.396  -0.9243
H 4.402 -3.703 0.718  0.3981
H 4.529 -1.944 0.817  0.3495
C 2.408 -1.659 2.738  -0.2806
H 2.807 -3.770 2.566  0.3617
H 4.200 -2.823 3.078  0.4344
C 1.303 -1.466 1.690  0.1787
H 1.946 -1.819 3.722  0.3216
H 2.992 -0.729 2.810  0.0156
H 0.597 -2.310 1.750  0.3276
H 0.719 -0.560 1.919  -0.5870
C 0.330 0.099 -3.529  -0.8908
H 1.437 0.989 -1.911  0.3148
C 0.903 0.994 -4.634  -0.8082
H 0.120 -0.899 -3.944  0.1743
H -0.632 0.505 -3.181  0.2455
C 2.309 0.566 -5.071  -0.6957
H 0.226 0.987 -5.495  0.4035
H 0.941 2.027 -4.261  0.3437
C 3.269 0.362 -3.891  -0.9991
H 2.240 -0.366 -5.647  0.3130
H 2.725 1.320 -5.748  0.3540
C 2.689 -0.518 -2.774  -0.4148
H 4.207 -0.080 -4.246  0.3964
H 3.518 1.341 -3.460  0.3883
H 2.625 -1.558 -3.129  0.0451
H 3.381 -0.517 -1.920  0.2537
C -4.279 1.224 -1.855  -0.4976
C -4.277 2.111 -0.901  -0.3292
H -4.428 0.156 -1.652  0.3630
C -3.688 3.483 -1.131  -0.5566
H -4.817 1.948 0.049  0.7078
C -4.206 4.018 -2.475  -0.8404
H -3.940 4.197 -0.327  0.2934
H -2.586 3.415 -1.191  0.1560
C -3.975 3.064 -3.650  -0.7555
H -5.286 4.175 -2.376  0.3537
H -3.765 5.000 -2.688  0.3617
C -4.086 1.555 -3.312  -0.2706
H -4.710 3.309 -4.421  0.2788
H -2.991 3.263 -4.085  0.3029
H -4.917 1.149 -3.912  0.4088
H -3.174 1.057 -3.676  0.0500
C 2.704 2.105 2.471  -0.7161
Si 0.989 2.861 2.585  -0.2085
C 0.964 4.215 3.877  -0.9648
C 0.603 3.647 0.930  -0.4790
N -0.157 1.606 2.980  0.4626
C -0.312 0.895 4.090  0.5099
C 0.486 1.087 5.276  -0.3927
C 0.024 0.642 6.509  -0.6891
C -1.189 -0.051 6.618  -0.4698
C -1.905 -0.383 5.455  -0.6098
C -1.395 -0.047 4.214  -0.0244
H 3.436 2.915 2.344  0.4905
H 2.803 1.427 1.614  0.0261
H 2.985 1.547 3.373  0.2584
H 1.511 5.095 3.510  0.3672
H -0.068 4.519 4.096  0.2574
H 1.430 3.901 4.819  0.3062
H 0.832 2.970 0.095  -0.1180
H -0.446 3.969 0.847  0.1596
H 1.233 4.544 0.819  0.3861
H 1.418 1.655 5.203  0.2804
H 0.628 0.833 7.399  0.3975
H -1.571 -0.348 7.596  0.3824
H -2.857 -0.913 5.521  0.4203
H -1.911 -0.340 3.297  0.1245



Entry 2:
Computed, not measured: C20H33ClN2O4 in the gas phase, with ωB97M-V/def2-TZVPD.

The spin multiplicity is 1. The structure (SMILES) is CN(CC1(O)CN(C(=O)C[C@@H]2C[C@@H](O)C2(C)C)C1)C(=O)C1(Cl)CCCCC1. Its LUMO energy is 0.0125 Ha. The HOMO energy comes out at -9.37 eV. For the HOMO-LUMO gap, the calculation gives 9.71 eV. Its energy relative to the best compared isomer or geometry (same formula, charge and spin) is 6.0 kcal/mol. For the electronic energy, the calculation gives -1652.5523 Eh.

Each line ends with the Mulliken charge.
Positions of all 60 atoms, in Å:
C 5.648 -0.154 -3.279  -1.1881
N 4.566 0.800 -3.040  0.3319
C 3.237 0.368 -3.418  -1.2919
C 2.702 -0.830 -2.632  1.6369
O 3.267 -1.999 -3.168  -0.5776
C 2.745 -0.653 -1.096  -0.8421
N 1.328 -0.313 -1.157  0.3311
C 0.463 -0.211 -0.109  0.3070
O 0.860 -0.217 1.040  -0.7080
C -0.978 0.040 -0.489  -0.7557
C -1.183 1.545 -0.610  1.3688
C -1.204 2.397 0.675  -1.2248
C -2.297 3.266 0.039  -0.0969
O -1.684 4.411 -0.532  -0.5007
C -2.582 2.117 -0.977  1.3620
C -2.777 2.505 -2.429  -1.7268
C -3.731 1.251 -0.479  -1.9829
C 1.152 -0.786 -2.530  -1.2110
C 4.968 2.024 -2.558  0.0314
O 6.136 2.186 -2.273  -0.6694
C 3.947 3.188 -2.417  0.9281
Cl 4.875 4.593 -1.757  -0.1149
C 2.837 2.913 -1.388  0.7557
C 1.785 4.018 -1.355  -0.5976
C 1.223 4.276 -2.749  -0.0595
C 2.334 4.691 -3.708  -1.1774
C 3.418 3.620 -3.794  -0.5561
H 6.508 0.366 -3.693  0.4104
H 5.964 -0.640 -2.354  0.2781
H 5.294 -0.916 -3.968  0.4001
H 2.535 1.181 -3.295  -0.1025
H 3.223 0.085 -4.477  0.3119
H 3.031 -2.749 -2.612  0.4961
H 2.935 -1.587 -0.557  0.3559
H 3.397 0.126 -0.701  0.1831
H -1.228 -0.453 -1.433  0.3549
H -1.608 -0.375 0.297  0.4870
H -0.449 1.954 -1.312  -0.8125
H -1.567 1.830 1.532  0.3772
H -0.295 2.920 0.961  0.3805
H -3.142 3.556 0.672  0.3508
H -2.346 4.901 -1.030  0.3642
H -3.730 3.019 -2.582  0.4161
H -1.972 3.156 -2.773  0.3699
H -2.785 1.613 -3.062  0.3447
H -4.678 1.784 -0.590  0.4538
H -3.803 0.322 -1.048  0.3353
H -3.620 0.991 0.575  0.4136
H 0.630 -0.104 -3.205  0.2239
H 0.702 -1.782 -2.593  0.3030
H 2.331 1.974 -1.612  -1.4840
H 3.303 2.787 -0.408  0.8047
H 0.984 3.737 -0.672  -0.4781
H 2.226 4.938 -0.967  0.7286
H 0.737 3.363 -3.123  -0.0307
H 0.448 5.043 -2.703  0.4495
H 1.937 4.874 -4.708  0.4906
H 2.776 5.629 -3.362  0.3635
H 4.266 3.967 -4.388  0.4993
H 3.011 2.751 -4.316  0.1892



Entry 3:
Computed, not measured: C6H10O in the gas phase, with ωB97M-V/def2-TZVPD.

The spin multiplicity is 1. The structure (SMILES) is CC/C=C\CC=O. Its LUMO energy is 0.0294 Ha. The HOMO energy comes out at -9.03 eV. For the HOMO-LUMO gap, the calculation gives 9.83 eV. Its energy relative to the best compared isomer or geometry (same formula, charge and spin) is 29.9 kcal/mol. For the electronic energy, the calculation gives -309.7948 Eh.

Each line ends with the Mulliken charge.
Positions of all 17 atoms, in Å:
C 2.385 -0.049 -0.250  -1.2128
C 1.127 0.661 0.274  -0.1795
C 0.240 -0.500 0.614  -0.3323
O -1.811 1.372 1.090  -0.4787
C -2.300 0.511 0.400  0.1076
C -1.670 -0.022 -0.879  -0.5159
C -0.769 -0.972 -0.122  -0.5283
H 2.102 -0.689 -1.093  0.3436
H 2.787 -0.708 0.530  0.3313
H 3.172 0.637 -0.569  0.3488
H 0.708 1.319 -0.494  0.2127
H 1.359 1.291 1.141  0.3044
H 0.570 -1.071 1.477  0.3476
H -3.173 -0.077 0.749  0.3375
H -2.398 -0.515 -1.530  0.2978
H -1.156 0.772 -1.429  0.2478
H -1.174 -1.958 0.093  0.3684



Entry 4:
Computed, not measured: a molecular structure, C8H9GaN2O5S, with ωB97M-V/def2-TZVPD.

As for the total charge: +2. The spin multiplicity is 1. Its LUMO energy is -0.4181 Ha. The HOMO energy comes out at -16.03 eV. For the HOMO-LUMO gap, the calculation gives 4.65 eV. Its energy relative to the best compared isomer or geometry (same formula, charge and spin) is 98.6 kcal/mol. For the electronic energy, the calculation gives -3118.0676 Eh.

Each line ends with the Mulliken charge.
Positions of all 26 atoms, in Å:
O -0.983 -3.776 -0.497  -0.0849
C -1.217 -3.047 -1.352  0.1192
Ga -0.672 1.580 0.505  0.6996
O 0.837 -1.091 1.121  -0.3141
C 0.310 -0.457 0.207  0.3841
C 1.577 2.389 0.579  0.2959
O 2.594 2.922 0.556  -0.1315
C -0.468 -0.578 -2.361  0.4477
O -1.102 0.158 -3.025  -0.0136
C 0.322 -1.048 -1.155  0.3892
O 0.926 -2.172 -1.273  -0.2950
H -1.110 3.131 0.840  -0.1384
C 1.306 1.154 4.969  -1.0485
N 0.516 1.343 3.742  -0.0352
C -0.687 0.754 3.583  0.4075
S -1.944 1.453 2.574  -0.3018
N -1.006 -0.379 4.226  -0.1623
C -0.033 -1.446 4.445  -1.0129
H 1.844 0.206 4.909  0.3315
H 0.656 1.164 5.847  0.3753
H 2.023 1.980 5.033  0.3851
H 0.608 2.251 3.281  0.3026
H -1.957 -0.688 3.999  0.3209
H 0.457 -1.302 5.398  0.3415
H -0.595 -2.375 4.483  0.3818
H 0.684 -1.527 3.629  0.3563